Density functional theory data (ωB97M-V with the def2-TZVPD basis set) for C5H8O in the gas phase.

The geometry in XYZ format:
```
14
C5H8O ωB97M-V with the def2-TZVPD basis set
O 1.639 -0.748 2.290
C 0.761 0.139 0.221
C -1.458 0.966 -2.408
C -0.730 -0.220 -0.109
C 1.248 -0.977 1.158
C -1.402 0.830 -1.013
H -1.768 1.895 -2.850
H 1.360 0.125 -0.701
H -1.353 0.024 -3.018
H -0.938 -1.202 -0.433
H 0.885 1.095 0.755
H -1.912 1.668 -0.579
H 1.449 -2.009 0.683
H -1.350 -0.040 0.733
```

Energy relative to the best compared isomer or geometry (same formula, charge and spin)   48.7 kcal per mole
HOMO energy   -9.422 eV
Frontier orbital gap   10.40 eV
Total energy   -7360.14256 eV
Charge   0
SMILES   C=CCCC=O